No. 1
The following is a DFT calculation (ωB97M-V/def2-TZVPD) of a molecular structure, C28H29N3O3SSeTi at a distorted geometry.

```
66
C28H29N3O3SSeTi, DFT ωB97M-V/def2-TZVPD
Ti -0.40 -0.85 -0.25
O 2.96 2.11 -0.55
C 1.98 2.29 0.46
C 1.13 1.00 0.54
O 0.03 1.00 1.13
O 1.65 -0.03 0.01
C 1.10 3.48 0.15
C 0.22 3.97 1.11
C -0.61 5.05 0.82
C -0.57 5.65 -0.43
C 0.30 5.16 -1.39
C 1.13 4.08 -1.11
C 2.71 2.49 1.80
C 3.41 3.68 2.00
C 4.14 3.88 3.15
C 4.19 2.90 4.13
C 3.49 1.72 3.94
C 2.76 1.51 2.78
H 2.91 1.16 -0.74
H 0.17 3.49 2.08
H -1.30 5.41 1.58
H -1.22 6.48 -0.66
H 0.33 5.60 -2.38
H 1.79 3.67 -1.86
H 3.37 4.45 1.24
H 4.68 4.81 3.29
H 4.76 3.06 5.04
H 3.51 0.94 4.70
H 2.22 0.58 2.65
Se 0.75 -3.33 -0.86
C -0.64 -4.42 -1.53
C -0.37 -5.55 -2.31
C -1.41 -6.34 -2.77
N -2.70 -6.11 -2.53
C -2.96 -5.02 -1.80
C -2.00 -4.17 -1.28
H 0.65 -5.81 -2.56
H -1.18 -7.21 -3.38
H -4.00 -4.81 -1.61
H -2.31 -3.30 -0.71
C 0.64 -0.94 -4.00
C -0.67 -0.27 -3.63
C -1.83 -1.26 -3.74
C -0.61 0.32 -2.22
H 0.85 -1.77 -3.33
H 1.48 -0.23 -3.92
H 0.63 -1.32 -5.03
H -0.86 0.53 -4.37
H -1.83 -1.93 -2.88
H -1.75 -1.88 -4.65
H -2.80 -0.75 -3.75
H -1.53 0.89 -2.01
H 0.20 1.08 -2.21
C -3.46 -0.98 5.00
C -2.79 -1.24 3.67
C -1.57 -1.90 3.59
C -1.06 -2.10 2.31
N -1.69 -1.66 1.25
C -2.91 -1.03 1.39
S -3.58 -0.53 -0.08
N -3.46 -0.83 2.60
H -4.21 -1.75 5.20
H -3.98 -0.03 4.96
H -2.74 -0.97 5.82
H -1.05 -2.24 4.47
H -0.14 -2.65 2.12
```

Results
Relative energy (zero: lowest compared OMol25 entry of this formula, charge and spin) = 26.0 kcal per mole
Spin multiplicity = 3
⟨S²⟩ = 2.0074
HOMO energy (alpha / beta) = 0.1 / -1.3 eV
Net charge = -2

---

No. 2
The following is a DFT calculation (ωB97M-V/def2-TZVPD) of 2 unconnected molecules or ions with the total composition C2H3ClO2S at a distorted geometry.

```
9
C2H3ClO2S, DFT ωB97M-V/def2-TZVPD
C 0.48 0.76 0.09
C -1.62 -0.22 -0.18
O 0.49 1.79 0.66
O -0.18 -0.24 -0.34
S 3.32 0.08 -0.36
Cl 2.97 -1.74 0.39
H -1.73 -1.19 0.39
H -1.96 0.08 -1.13
H -1.77 0.68 0.49
```

Results
Relative energy (zero: lowest compared OMol25 entry of this formula, charge and spin) = 57.5 kcal per mole
Spin multiplicity = 3
⟨S²⟩ = 2.0065
HOMO energy (alpha / beta) = -7.0 / -9.0 eV
Net charge = 0

---

No. 3
The following is a DFT calculation (ωB97M-V/def2-TZVPD) of 6 unconnected molecules or ions with the total composition C20H42NO11S4 at a distorted geometry.

```
78
C20H42NO11S4, DFT ωB97M-V/def2-TZVPD
N 0.45 0.31 -2.23
H 0.85 0.81 -1.48
H 0.46 0.98 -3.00
H -0.49 -0.09 -2.03
H 0.91 -0.48 -2.68
C 3.92 -0.71 0.09
C 4.73 -0.46 -1.31
C 5.72 -1.47 -1.74
O 4.87 -2.36 -2.70
C 3.82 -1.63 -3.14
O 3.08 -1.87 -4.00
O 3.82 -0.47 -2.34
H 4.63 -0.77 0.68
H 3.59 -1.60 0.09
H 3.38 0.12 0.11
H 5.31 0.44 -1.35
H 6.05 -2.11 -0.92
H 6.50 -0.97 -2.38
C -5.29 1.83 0.67
C -5.31 2.52 -0.70
C -5.01 1.39 -1.74
S -4.06 0.17 -0.85
O -2.70 0.24 -1.43
O -4.84 -1.07 -0.96
C -4.06 0.94 0.78
H -6.19 1.00 0.93
H -5.18 2.67 1.37
H -4.61 3.37 -0.76
H -6.32 2.91 -0.97
H -4.22 1.44 -2.63
H -5.98 0.92 -2.18
H -3.14 1.51 1.08
H -4.20 0.25 1.54
C 0.35 5.37 0.84
C -0.75 5.15 1.82
C -1.41 3.88 1.21
S -1.18 3.84 -0.56
O -2.37 4.33 -1.27
O -0.41 2.75 -0.98
C -0.01 5.23 -0.56
H 1.16 4.65 0.98
H 0.94 6.19 1.31
H -1.54 5.94 1.48
H -0.46 5.02 2.67
H -2.36 3.87 1.20
H -1.07 2.90 1.58
H -0.77 5.96 -0.80
H 0.96 4.91 -1.13
C 2.51 -5.03 -1.27
C 1.88 -5.46 -2.55
C 0.53 -4.68 -2.71
S 0.13 -3.93 -1.23
O -1.19 -4.22 -0.77
O 0.40 -2.46 -1.32
C 1.47 -4.63 -0.15
H 2.91 -4.09 -1.28
H 3.44 -5.62 -1.02
H 1.57 -6.61 -2.45
H 2.42 -5.35 -3.62
H -0.36 -5.34 -3.07
H 0.62 -3.90 -3.38
H 1.17 -5.61 0.44
H 1.66 -3.83 0.65
C -1.12 -1.24 3.47
C -0.03 -1.34 4.59
C 1.23 -0.54 3.84
S 0.62 0.61 2.77
O 1.06 0.35 1.46
O 0.71 2.01 3.30
C -1.02 0.17 2.93
H -2.27 -1.60 3.59
H -0.71 -1.92 2.68
H 0.16 -2.27 4.64
H -0.37 -0.85 5.45
H 1.89 -1.25 3.35
H 1.78 0.00 4.51
H -1.33 -0.06 1.99
H -1.35 0.92 3.54
```

Results
Relative energy (zero: lowest compared OMol25 entry of this formula, charge and spin) = 106.0 kcal per mole
HOMO energy = -12.4 eV
Net charge = +1

---

No. 4
The following is a DFT calculation (ωB97M-V/def2-TZVPD) of 2 unconnected molecules or ions with the total composition C5H13NO at a distorted geometry.

```
20
C5H13NO, DFT ωB97M-V/def2-TZVPD
C 0.06 1.21 0.24
N 1.23 0.79 -0.44
C 2.26 0.18 0.39
C 1.99 -1.32 0.26
C 1.70 -1.44 -1.24
C 1.18 0.08 -1.67
H 0.33 1.90 1.06
H -0.82 1.60 -0.15
H -0.33 0.33 0.89
H 2.04 0.38 1.53
H 3.32 0.51 0.12
H 2.94 -1.76 0.63
H 1.26 -1.57 1.08
H 2.72 -1.60 -1.63
H 1.05 -2.39 -1.34
H 0.19 0.06 -2.06
H 1.81 0.38 -2.50
O -6.69 0.35 1.71
H -6.94 1.28 1.61
H -5.87 0.33 2.23
```

Results
Relative energy (zero: lowest compared OMol25 entry of this formula, charge and spin) = 59.0 kcal per mole
SMILES string = CN1CCCC1.O
HOMO energy = -8.0 eV
Net charge = 0

---

No. 5
The following is a DFT calculation (ωB97M-V/def2-TZVPD) of C5H10O2 in the gas phase.

```
17
C5H10O2, DFT ωB97M-V/def2-TZVPD
C -2.45 -0.51 -0.11
C -1.23 0.28 -0.64
C 0.11 -0.07 0.07
O 0.49 -1.32 -0.45
C 1.37 0.87 -0.04
C 2.52 0.28 0.78
O 2.65 -0.90 1.04
H -3.36 -0.19 -0.63
H -2.35 -1.59 -0.27
H -2.63 -0.34 0.96
H -1.12 0.05 -1.71
H -1.46 1.35 -0.55
H -0.12 -0.14 1.15
H 1.28 -1.57 0.06
H 1.29 1.92 0.27
H 1.72 0.90 -1.08
H 3.28 0.98 1.17
```

Results
Relative energy (zero: lowest compared OMol25 entry of this formula, charge and spin) = 33.6 kcal per mole
SMILES string = CC[C@@H](O)CC=O
HOMO energy = -10.0 eV
Net charge = 0

---

No. 6
The following is a DFT calculation (ωB97M-V/def2-TZVPD) of a molecular structure, C15H14I2InLuO7S at a distorted geometry.

```
41
C15H14I2InLuO7S, DFT ωB97M-V/def2-TZVPD
I -0.32 -1.92 -4.21
I 1.27 -1.97 3.86
Lu 0.71 -0.54 1.56
In 0.32 -0.21 -2.24
S 1.63 -1.64 -0.60
C 1.82 1.70 -3.06
C -1.17 1.73 -1.73
C 3.46 -1.52 -1.12
C 4.23 -2.45 -0.19
C 3.92 -0.07 -0.97
C 3.56 -1.98 -2.57
C -0.11 1.67 2.10
C 1.92 1.52 1.41
O -1.90 2.48 -1.25
O 2.28 2.72 -3.31
O -0.53 2.75 2.15
O 2.47 2.54 1.24
H 5.30 -2.47 -0.43
H 3.84 -3.47 -0.28
H 4.13 -2.14 0.86
H 5.00 -0.03 -1.19
H 3.75 0.30 0.05
H 3.38 0.59 -1.66
H 4.62 -1.98 -2.87
H 3.01 -1.33 -3.26
H 3.16 -2.99 -2.69
O -2.75 -0.19 3.22
C -3.60 0.37 2.32
C -4.67 1.11 2.84
C -5.61 1.66 1.98
C -5.56 1.40 0.60
C -4.48 0.68 0.08
C -3.47 0.19 0.91
C -2.24 -0.35 0.30
O -2.07 -0.32 -0.94
O -1.30 -0.81 1.11
H -2.09 -0.71 2.71
H -4.74 1.21 3.92
H -6.43 2.24 2.40
H -6.33 1.77 -0.07
H -4.42 0.44 -0.98
```

Results
Relative energy (zero: lowest compared OMol25 entry of this formula, charge and spin) = 0.0 kcal per mole
HOMO energy (alpha / beta) = -20.0 / -20.0 eV
Net charge = +4